C30H52P2Tl | ωB97M-V/def2-TZVPD

Atoms and positions in Å:
Tl1 1.242 0.327 0.518
C1 3.404 1.283 -0.908
C2 2.635 2.483 -0.815
C3 3.335 1.926 1.322
C4 3.836 0.927 0.419
C5 2.602 2.883 0.553
C6 3.700 0.514 -2.141
H1 3.015 0.765 -2.965
H2 3.637 -0.574 -1.966
H3 4.727 0.728 -2.488
C7 4.561 -0.304 0.808
H4 4.492 -1.073 0.022
H5 4.120 -0.739 1.719
H6 5.631 -0.098 0.998
C8 3.473 1.887 2.796
H7 4.467 2.252 3.117
H8 3.343 0.855 3.161
H9 2.703 2.498 3.291
C9 1.922 4.084 1.094
H10 2.645 4.913 1.226
H11 1.468 3.893 2.082
H12 1.129 4.450 0.421
C10 1.983 3.193 -1.941
H13 2.597 4.047 -2.277
H14 0.997 3.593 -1.653
H15 1.832 2.533 -2.807
C11 -4.034 -2.573 -3.505
C12 -3.515 -1.884 -4.542
C13 -4.160 -0.771 -5.306
C14 -5.322 -0.035 -4.602
C15 -4.924 0.589 -3.300
C16 -4.911 0.037 -2.071
C17 -5.323 -1.350 -1.694
C18 -5.360 -2.391 -2.837
H16 -4.529 -1.127 -6.284
H17 -6.206 -0.680 -4.544
H18 -3.381 -0.029 -5.541
H19 -6.192 -2.184 -3.520
H20 -3.480 -3.428 -3.104
H21 -2.562 -2.203 -4.966
H22 -5.589 -3.357 -2.359
H23 -4.625 -1.715 -0.924
H24 -4.665 0.667 -1.213
H25 -6.317 -1.344 -1.215
H26 -5.594 0.803 -5.263
H27 -4.667 1.647 -3.412
P1 -0.058 -0.680 -1.265
P2 -0.869 1.441 1.413
C19 -1.734 -0.525 -0.536
C20 -1.835 -0.071 0.965
H28 -2.177 -1.533 -0.653
H29 -2.279 0.205 -1.168
H30 -2.879 0.190 1.222
H31 -1.474 -0.881 1.633
C21 -0.796 1.622 3.179
H32 -0.199 2.514 3.427
H33 -0.276 0.763 3.632
H34 -1.816 1.718 3.583
C22 -1.610 2.863 0.607
H35 -2.697 2.852 0.810
H36 -1.433 2.843 -0.488
H37 -1.150 3.790 0.997
C23 0.537 -2.362 -1.153
H38 1.612 -2.388 -1.412
H39 -0.046 -2.964 -1.868
H40 0.456 -2.759 -0.125
C24 -0.023 -0.040 -2.924
H41 -0.170 1.057 -2.928
H42 -0.840 -0.536 -3.481
H43 0.957 -0.245 -3.391
C25 1.796 -3.511 4.265
C26 2.398 -2.105 4.294
C27 1.912 -1.319 5.511
C28 3.924 -2.165 4.241
C29 1.966 -1.392 3.147
C30 1.445 -0.822 2.187
H44 2.142 -4.044 5.157
H45 2.122 -4.049 3.364
H46 0.699 -3.458 4.269
H47 2.259 -1.828 6.418
H48 2.311 -0.292 5.486
H49 0.812 -1.267 5.512
H50 4.249 -2.702 3.335
H51 4.345 -1.147 4.216
H52 4.281 -2.692 5.135

Results
E: -2029.09009 hartree
Charge: +1
Orbital gap: 0.241 Eh
Max |F|: 3.84 eV Å⁻¹